# 1
Computed, not measured: 6 unconnected molecules or ions with the total composition C15H45N9O6, with the ωB97M-V functional and the def2-TZVPD basis.

The calculated total energy is -1542.79077 Eh. The relative energy (zero: lowest compared OMol25 entry of this formula, charge and spin) comes out at 90.4 kJ/mol.

Element x y z (Å)
C  -0.167  5.211  -1.107
O  1.216  5.293  -1.172
C  1.879  5.103  0.046
C  1.705  6.196  1.052
C  1.755  7.615  0.450
N  2.604  6.063  2.203
H  -0.651  4.232  -1.162
H  -0.699  5.783  -1.882
H  -0.544  5.745  -0.221
H  1.655  4.180  0.595
H  2.951  5.047  -0.182
H  0.719  6.138  1.536
H  2.663  7.717  -0.151
H  1.689  8.355  1.247
H  0.922  7.837  -0.221
H  3.554  6.041  1.830
H  2.586  6.870  2.812
C  3.333  -1.203  -5.176
O  1.948  -1.469  -5.296
C  1.244  -1.454  -4.078
C  -0.224  -1.808  -4.299
C  -0.877  -0.972  -5.422
N  -1.018  -1.557  -3.073
H  3.789  -1.921  -4.481
H  3.512  -0.193  -4.804
H  3.723  -1.416  -6.168
H  1.723  -2.229  -3.458
H  1.391  -0.541  -3.484
H  -0.260  -2.872  -4.547
H  -1.411  -0.112  -5.027
H  -1.539  -1.540  -6.075
H  -0.061  -0.632  -6.066
H  -0.643  -2.176  -2.344
H  -1.896  -2.048  -3.234
C  -0.783  -7.624  2.092
O  -0.850  -6.269  1.706
C  -1.204  -5.965  0.375
C  -0.712  -4.562  0.071
C  -1.416  -3.538  0.988
N  -1.168  -4.188  -1.290
H  -1.776  -8.082  2.018
H  -0.476  -7.707  3.128
H  -0.125  -8.170  1.413
H  -0.694  -6.659  -0.309
H  -2.300  -6.035  0.335
H  0.377  -4.557  0.064
H  -0.993  -3.598  1.987
H  -2.497  -3.661  1.089
H  -1.328  -2.522  0.594
H  -1.132  -4.951  -1.958
H  -2.143  -3.936  -1.161
N  0.228  1.319  3.736
C  0.649  2.568  4.106
N  0.939  3.365  3.040
O  0.752  2.874  5.289
H  0.171  1.051  2.770
H  -0.180  0.673  4.385
H  0.536  3.037  2.175
H  1.323  4.282  3.204
N  -1.677  -1.483  3.674
C  -2.448  -1.655  4.797
N  -3.692  -1.069  4.749
O  -2.077  -2.267  5.787
H  -2.117  -0.949  2.942
H  -1.071  -2.198  3.324
H  -3.787  -0.271  4.146
H  -4.137  -1.094  5.652
N  0.127  -0.250  0.343
C  -0.068  0.998  -0.157
N  -0.299  1.041  -1.494
O  -0.191  2.027  0.537
H  0.470  -0.985  -0.243
H  -0.112  -0.407  1.305
H  -0.180  1.960  -1.884
H  -0.512  0.173  -1.967

Cartesian forces (eV/Å) of the 6 atoms listed first:
-2.0 1.1 0.5
0.2 -0.3 -0.6
1.1 -0.6 0.8
-1.5 2.4 1.3
0.0 -0.4 -0.4
1.0 -0.8 -0.8



# 2
Computed, not measured: 2 unconnected molecules or ions with the total composition C5H12NO3S, with the ωB97M-V functional and the def2-TZVPD basis.

The calculated total energy is -876.03931 Eh. The relative energy (zero: lowest compared OMol25 entry of this formula, charge and spin) comes out at 0.0 kJ/mol. Its net charge is +1.

Element x y z (Å)
C  1.319  1.542  0.300
C  2.239  2.547  0.668
C  0.645  -1.499  1.760
C  -2.415  -1.097  -2.761
C  0.043  -0.190  1.374
N  0.665  0.837  1.076
O  -0.828  -1.088  -0.547
O  -2.848  0.451  -0.721
O  -0.840  0.900  -1.849
S  -1.551  -0.244  -1.452
H  1.228  1.169  -0.750
H  3.015  2.193  1.357
H  2.759  3.027  -0.165
H  1.642  3.150  1.408
H  0.296  -2.231  1.109
H  1.671  -1.563  1.762
H  0.405  -1.796  2.801
H  -2.010  -0.903  -3.664
H  -2.303  -2.237  -2.496
H  -3.401  -0.869  -2.702
H  -2.912  1.387  -0.931
H  -1.083  0.034  1.652

Cartesian forces (eV/Å) of the 6 atoms listed first:
0.4 -2.2 -2.9
0.8 2.1 2.1
-1.3 0.7 1.7
2.1 -4.2 3.7
-3.4 -0.5 2.7
0.5 0.1 0.2



# 3
Computed, not measured: a single C3H2ClNO molecule, with the ωB97M-V functional and the def2-TZVPD basis.

The calculated total energy is -705.58941 Eh. The relative energy (zero: lowest compared OMol25 entry of this formula, charge and spin) comes out at 248.6 kJ/mol.

Element x y z (Å)
O  3.053  1.852  0.868
C  2.078  1.578  0.329
C  1.022  1.047  -0.155
N  1.020  -0.421  -0.376
C  0.539  -1.584  -0.301
Cl  1.108  -3.276  -0.902
H  0.091  1.533  -0.340
H  -0.473  -1.965  0.025

Cartesian forces (eV/Å) of the 6 atoms listed first:
0.8 0.9 0.2
1.9 -0.2 1.0
-3.4 -4.5 -1.5
0.7 -2.0 0.1
-1.4 2.6 0.1
0.8 1.4 0.1



# 4
Computed, not measured: a gas-phase ion, C5H9N (charge +1), with the ωB97M-V functional and the def2-TZVPD basis.

The calculated total energy is -250.31488 Eh. As for the multiplicity: 2. The relative energy (zero: lowest compared OMol25 entry of this formula, charge and spin) comes out at 141.0 kJ/mol. Its net charge is +1.

Element x y z (Å)
N  -2.021  1.882  -1.830
C  -1.532  0.659  -1.309
C  -0.335  0.570  -0.664
C  0.153  -0.395  0.260
C  1.304  -0.260  1.017
C  1.878  -1.440  1.724
H  -2.839  2.255  -1.347
H  -2.399  1.565  -2.730
H  -2.255  -0.232  -1.263
H  0.404  1.344  -0.863
H  -0.423  -1.303  0.525
H  1.928  0.632  0.878
H  2.566  -1.158  2.521
H  2.479  -2.000  0.993
H  1.094  -2.117  2.088

Cartesian forces (eV/Å) of the 6 atoms listed first:
0.7 -1.4 -1.0
-2.6 -0.8 1.2
2.3 0.2 0.9
-1.6 -0.6 0.1
1.0 -0.4 -1.1
-0.4 0.5 0.3



# 5
Computed, not measured: a molecular structure, C12H30ClN3O11P, with the ωB97M-V functional and the def2-TZVPD basis.

The calculated total energy is -2267.96715 Eh. The relative energy (zero: lowest compared OMol25 entry of this formula, charge and spin) comes out at 1247.6 kJ/mol. Its net charge is -1.

Element x y z (Å)
Cl  -0.533  -1.818  -0.514
O  -0.010  -0.495  -0.257
O  -0.363  -2.175  -1.937
O  0.285  -2.692  0.372
O  -1.878  -1.980  -0.081
O  -0.603  1.243  -0.154
P  0.804  1.754  -0.181
N  1.019  3.309  -0.880
C  -0.146  4.168  -0.841
C  2.297  4.019  -1.112
N  1.881  0.828  -1.079
C  2.488  -0.419  -0.481
C  1.764  0.665  -2.522
N  1.528  1.925  1.333
C  2.898  1.922  1.689
C  0.573  1.872  2.499
H  -0.252  4.405  0.218
H  -1.016  3.684  -1.285
H  0.116  5.135  -1.270
H  2.434  4.662  -1.982
H  3.055  3.264  -1.323
H  2.580  4.574  -0.218
H  1.720  -0.962  0.069
H  2.902  -1.019  -1.292
H  3.242  -0.143  0.257
H  1.088  1.439  -2.885
H  2.690  0.721  -3.095
H  1.231  -0.267  -2.710
H  3.152  0.938  2.083
H  3.631  2.313  0.984
H  3.052  2.598  2.530
H  0.914  2.286  3.448
H  0.288  0.837  2.687
H  -0.398  2.299  2.248
C  -2.850  0.889  3.281
O  -1.701  0.040  3.392
C  -0.973  -0.222  2.325
O  -1.321  -0.003  1.115
O  0.150  -0.657  2.738
C  1.085  -1.283  1.915
H  -3.103  1.358  4.232
H  -3.753  0.297  3.131
H  -2.809  1.595  2.451
H  0.587  -2.165  1.514
H  1.771  -1.905  2.491
H  1.319  -0.632  1.073
C  -0.715  -4.890  -0.732
O  -2.164  -4.454  -0.837
C  -2.547  -3.753  -1.954
O  -1.782  -2.976  -2.588
O  -3.876  -3.836  -2.177
C  -4.516  -2.975  -3.188
H  -0.503  -5.774  -1.334
H  -0.366  -5.109  0.277
H  -0.063  -4.093  -1.089
H  -5.582  -3.007  -2.962
H  -4.414  -3.431  -4.172
H  -4.307  -1.906  -3.221

Cartesian forces (eV/Å) of the 6 atoms listed first:
2.9 0.5 -1.3
0.8 -7.8 -4.5
6.2 4.5 5.6
-1.7 -3.5 -4.7
-0.6 0.1 -0.7
1.9 10.1 -1.8



# 6
Computed, not measured: a molecular structure, C4H10N2S, with the ωB97M-V functional and the def2-TZVPD basis.

The calculated total energy is -665.76637 Eh. The relative energy (zero: lowest compared OMol25 entry of this formula, charge and spin) comes out at 883.7 kJ/mol.

Element x y z (Å)
C  0.704  1.040  -0.563
C  0.263  -0.285  -0.225
C  -1.031  -0.481  -1.023
C  -0.801  -0.320  0.914
H  1.744  2.824  0.434
H  2.184  0.413  1.342
H  0.892  1.069  -1.695
H  -0.159  1.740  -0.497
H  0.997  -2.813  1.109
H  -1.122  -0.033  -2.073
H  -1.132  -1.510  -1.271
H  -2.753  -0.539  0.403
H  -0.867  -1.342  1.478
H  -0.638  0.600  1.642
N  2.034  1.305  0.146
N  -1.934  -0.078  0.099
S  1.618  -1.590  -0.218

Cartesian forces (eV/Å) of the 6 atoms listed first:
2.6 1.4 -0.9
-2.9 -2.6 0.6
-1.4 -1.2 -3.0
1.7 0.9 5.0
1.3 -4.9 -0.2
-1.2 3.5 -3.8